(1)
Density functional theory data (the ωB97M-V functional and the def2-TZVPD basis) for a structure of composition C41H58F3GeN4O3PSSe2Si3W.

Structure (XYZ):
```
118
Properties=species:S:1:pos:R:3:forces:R:3
W 0.211461 1.186996 0.065229 -4.425 2.164 0.837
Se -0.469267 3.074178 -1.206138 0.521 -0.465 0.483
Se -2.285119 0.545032 0.418217 -0.169 0.156 -0.269
Ge -0.192444 -1.395676 -0.237754 -0.083 -1.857 0.342
S 1.406645 2.616236 1.806931 0.119 -0.353 -0.129
P -1.815462 2.475514 1.512749 -1.283 -0.990 -0.419
Si -2.746828 -2.732564 0.001538 0.171 0.198 -0.162
Si 0.657726 -2.718484 1.775294 -0.125 -0.109 -0.098
Si 0.650696 -2.885896 -2.206461 -0.186 0.393 -0.062
F 2.189995 2.207182 6.244068 -0.022 0.004 0.035
F 3.253508 2.329722 4.370542 0.059 -0.012 -0.057
F 1.631696 3.696583 4.782117 -0.054 0.052 -0.025
O 2.051216 1.696313 -0.665543 1.933 0.254 -0.823
O 4.487159 2.742867 -0.990113 0.031 0.272 -0.065
O 1.827491 -0.075906 0.465831 1.371 -0.493 0.106
N 2.412619 0.813355 -3.251621 0.231 0.234 -0.149
N -0.003896 0.567706 2.373768 0.539 0.742 -0.084
N 0.256290 0.452412 -2.513630 -0.430 0.184 -0.128
N 0.694610 0.730776 -4.826368 0.057 0.190 -0.084
C 3.408376 1.165838 -4.260068 -0.151 -0.105 0.056
C -2.823101 4.944563 0.937908 -0.129 -0.066 -0.072
C -2.264785 -4.519590 0.060016 0.061 -0.187 0.040
C 4.916977 1.543564 -0.585154 -0.051 -0.138 0.061
C 1.650697 0.940004 -5.919090 -0.042 -0.036 0.189
C 1.356271 -4.316633 1.099379 0.151 -0.096 -0.121
C -0.044196 -2.549658 -3.909285 -0.081 0.177 -0.187
C 0.350506 0.593418 5.120643 -0.076 -0.088 0.052
C 6.296993 1.332919 -0.575642 0.029 0.119 -0.067
C 4.065329 0.503657 -0.168398 0.166 0.078 -0.021
C -1.536261 1.274120 -4.043553 -0.025 -0.086 -0.018
C -3.933096 -2.323916 1.375092 -0.030 0.139 0.189
C -1.154071 0.331512 -2.918625 0.073 0.113 -0.063
C -4.894113 5.468801 -0.159900 0.022 -0.061 -0.056
C 4.610299 -0.735286 0.206796 -0.075 -0.007 0.015
C -2.547631 2.190171 3.176786 0.299 0.196 0.106
C 1.065162 1.451605 4.323503 0.150 0.201 -0.230
C 2.464117 -2.446416 -2.158536 0.217 0.053 0.189
C -3.599357 2.025895 5.748011 0.033 0.024 0.008
C 2.644956 0.701030 -0.112964 0.770 -0.037 -0.117
C -4.259598 3.165341 0.167919 0.029 0.171 0.041
C -0.577975 -0.252306 4.527929 -0.104 -0.115 0.171
C -0.643715 -3.335367 3.001784 -0.074 -0.015 0.100
C 5.963486 -0.940986 0.176618 0.140 -0.076 0.030
C 0.494468 -4.753147 -2.195911 -0.114 -0.184 0.240
C -3.728376 5.885841 0.465368 0.079 -0.023 0.067
C 3.038938 0.468994 -5.549848 -0.032 0.048 0.039
C -3.089711 3.578719 0.798185 0.553 0.514 -0.097
C -4.184320 1.309920 4.708206 0.008 -0.013 -0.057
C -5.154843 4.112405 -0.311383 0.013 -0.018 0.058
C 2.055191 -1.940589 2.756590 0.083 0.305 0.072
C -0.709696 -0.234130 3.162031 -0.477 -0.487 -0.044
C -3.661201 1.387891 3.426445 0.085 0.078 0.091
C 0.826800 1.456288 2.935520 0.328 0.299 0.531
C 6.807976 0.111217 -0.206596 -0.072 -0.108 0.031
C 2.041132 2.425327 4.929828 -0.004 -0.051 0.011
C -1.974974 2.919940 4.217564 -0.117 -0.013 0.044
C -2.498864 2.833750 5.504212 0.068 -0.025 -0.068
C -0.695689 0.933055 -5.245425 0.124 0.003 0.180
C -3.480663 -2.209202 -1.624085 -0.025 0.036 -0.143
C 1.069817 0.704363 -3.511127 0.330 -0.289 -0.143
H -1.665341 -3.279333 2.632012 0.005 -0.029 0.089
H 4.378027 0.840569 -3.883295 0.023 0.008 -0.021
H -0.424191 -4.387131 3.214387 -0.042 0.063 -0.037
H -1.957758 -4.829615 1.059273 -0.031 0.003 -0.036
H 0.226558 -1.574795 -4.308334 -0.016 -0.040 -0.035
H 3.736427 0.722663 -6.347082 0.015 -0.019 0.008
H -0.708955 1.748977 -5.971382 0.014 -0.037 -0.066
H 1.675514 -4.926232 1.953400 0.018 0.096 -0.054
H -6.060763 3.788528 -0.809525 0.027 0.005 0.038
H -3.515991 6.942372 0.575900 -0.004 -0.053 -0.006
H 3.524145 2.828719 -0.896119 0.012 -0.062 0.026
H -1.054675 0.027327 -5.743404 -0.015 -0.006 -0.023
H -1.432395 -0.860021 2.652762 0.014 -0.019 0.060
H 1.265564 0.403096 -6.786344 -0.011 -0.015 -0.037
H -2.043988 3.395542 6.311609 -0.039 0.006 -0.043
H 3.453541 2.248501 -4.422253 0.016 0.008 0.015
H -4.869080 -2.866182 1.191370 0.109 -0.038 -0.038
H 0.591120 -4.876885 0.568668 -0.006 -0.096 0.035
H 7.880520 -0.037114 -0.214874 -0.024 -0.002 0.011
H -0.532627 -5.077335 -2.377978 0.078 -0.010 -0.081
H -1.205195 -0.902916 5.122673 0.050 0.022 -0.039
H -5.594680 6.198954 -0.544984 0.011 -0.014 0.030
H -1.460849 -4.750741 -0.632217 -0.029 -0.052 -0.001
H 2.987323 -3.005532 -1.377195 -0.027 0.034 -0.058
H 0.375958 -3.311451 -4.576502 -0.009 0.024 0.105
H 0.489559 0.611995 6.193915 -0.003 -0.051 -0.043
H -3.581194 -2.598530 2.370195 -0.034 0.011 -0.043
H 3.928250 -1.524165 0.494749 0.030 0.020 0.032
H -4.153830 -1.258111 1.372431 -0.107 -0.051 0.041
H -5.057289 0.697341 4.898632 0.032 0.005 -0.015
H -1.346459 2.300020 -3.728020 -0.042 0.010 -0.003
H 2.934827 -2.693627 -3.117255 -0.074 -0.009 0.057
H 2.598229 1.209117 -2.345691 -0.185 -0.111 -0.110
H -4.450612 -2.703622 -1.761760 0.081 0.007 0.051
H -4.469824 2.114395 0.042610 -0.035 -0.060 -0.040
H 2.617013 -1.381939 -1.980612 0.034 -0.011 -0.093
H 1.681758 2.006539 -6.169395 -0.034 -0.002 -0.080
H -1.897759 5.268104 1.404095 -0.037 0.012 -0.013
H 2.019821 -2.286106 3.794530 -0.032 -0.076 -0.077
H -2.842531 -2.465185 -2.471813 -0.038 0.020 0.048
H 0.872415 -5.267649 -1.320448 0.021 -0.064 0.020
H -1.790095 0.549452 -2.074743 -0.036 0.001 0.170
H -1.131589 -2.656538 -3.947170 0.077 -0.038 -0.061
H -0.598656 -2.798866 3.950692 0.007 -0.063 -0.095
H -1.128792 3.571600 4.020029 0.012 -0.052 0.039
H 2.031789 -0.851945 2.765938 0.069 -0.095 0.070
H 1.091151 -5.089227 -3.052853 -0.038 0.096 0.046
H -1.353639 -0.692065 -3.232631 -0.117 -0.037 0.048
H 3.020989 -2.236673 2.341093 -0.051 -0.023 0.026
H 6.938239 2.157362 -0.859317 -0.009 -0.045 -0.023
H 3.052118 -0.614262 -5.405774 0.008 0.012 -0.017
H 2.218446 -4.184157 0.439939 -0.088 -0.032 0.023
H -4.120084 0.838222 2.615203 -0.039 -0.036 0.006
H -3.650423 -1.130584 -1.623910 -0.013 -0.034 -0.086
H -2.599344 1.171579 -4.270182 0.040 0.021 -0.046
H -3.142160 -5.116333 -0.222766 0.059 0.074 0.015
H -4.013838 1.966942 6.746981 0.011 -0.020 -0.035
H 6.375972 -1.902305 0.453359 0.006 0.051 -0.014
```
Positions in Å, forces in eV/Å.

Results
* relative energy (zero: lowest compared OMol25 entry of this formula, charge and spin): 4.6592 eV
* gap between HOMO and LUMO (alpha / beta): 5.650 / 4.518 eV
* 2S+1: 2
* energy: -10896.28475 hartree
* HOMO level (alpha / beta): -9.36 / -9.35 eV
* lowest unoccupied orbital energy (alpha / beta): -3.71 / -4.84 eV
* total charge: +1

Löwdin population analysis, charges in e, atoms 1 to 5: 0.84 0.34 0.43 0.66 0.79

***

(2)
Density functional theory data (the ωB97M-V functional and the def2-TZVPD basis) for a cluster of 16 separate species, C41H58FIN17O2PS in total.

Structure (XYZ):
```
122
Properties=species:S:1:pos:R:3:forces:R:3
I 0.428695 0.032686 5.271888 -0.226 0.324 -0.406
S 5.609729 2.803668 0.652260 -2.897 -0.962 0.735
P 0.316357 -0.655385 2.885559 0.303 -1.225 -0.739
F 2.005729 3.765211 -1.725447 -0.987 0.210 0.935
O -2.341397 4.605801 2.896063 0.433 -0.374 -0.271
O -1.333876 -0.633836 2.516969 1.288 0.866 1.146
N 1.456617 -2.998528 -0.017684 -0.140 -0.749 0.706
N 6.768343 7.859667 6.576278 -0.218 -1.240 -0.339
N -8.037143 -9.389526 -0.468515 -0.038 -0.228 -0.441
N -1.953171 4.535809 5.603756 -0.368 0.206 0.529
N 5.105146 1.525019 1.631333 -2.354 1.140 -1.289
N 2.281711 -3.382390 -3.601948 0.595 -0.178 -0.007
N 4.916750 -8.693783 -2.746267 -0.311 -0.384 0.036
N 3.419461 -0.553082 -10.289174 -0.276 0.253 0.325
N 4.134960 3.375796 0.105899 -0.627 -1.791 1.277
N -1.807257 -0.242693 -1.432605 0.345 -0.049 -0.562
N -5.683145 7.013910 4.655198 -0.013 -0.238 -0.472
N -0.561675 0.681063 -6.112992 -0.449 -0.306 0.001
N 2.874542 9.783258 3.071215 0.907 0.069 0.136
N -3.256634 -5.608178 -1.400637 0.164 0.514 0.236
N 1.408817 -7.379240 -1.107343 -0.173 0.317 -0.138
N -5.993022 -8.051407 -5.413549 0.176 0.005 0.473
N 1.659325 5.296863 3.934835 -0.015 0.498 -0.174
C 3.352590 -10.796880 -2.473686 0.355 0.493 -0.038
C -0.897698 -0.062234 -2.117830 0.270 -0.032 -0.199
C -2.695010 5.188822 6.193862 -0.215 0.207 0.292
C -5.540893 -7.986308 -4.355832 0.099 -0.036 0.302
C 5.031689 8.341878 3.537939 -0.478 0.360 -0.145
C 1.312430 -4.956000 1.749894 0.045 0.500 -0.355
C 2.745603 0.570028 2.157854 -1.637 -0.091 -0.212
C 3.244970 -3.975870 -3.383878 0.334 -0.072 0.004
C 1.625056 2.693728 0.383474 -0.086 -1.997 1.161
C 0.734770 1.718502 1.021558 1.643 1.187 -0.889
C -1.502801 0.028324 -5.992688 -0.284 -0.179 -0.025
C 0.956983 7.725931 3.185225 -0.284 -1.000 0.102
C 1.390553 -3.850651 0.761906 0.063 0.146 -0.163
C 2.788004 0.047228 -9.536570 -0.164 0.192 0.198
C 4.483802 -4.745126 -3.102819 -0.553 0.310 -0.077
C 3.127175 2.582774 0.631429 1.419 -0.429 0.357
C -8.395951 -10.683354 -2.737915 0.087 0.308 0.558
C 0.277337 0.170064 -2.994508 -0.420 -0.033 0.445
C -5.666942 6.462523 3.644467 0.034 -0.181 -0.303
C -8.195313 -9.955471 -1.458596 -0.042 -0.164 -0.303
C -2.985914 -4.601116 -0.911951 0.057 0.247 0.160
C -3.651768 6.027564 6.953605 0.480 -0.251 -0.217
C 3.820716 9.158546 3.275174 0.416 0.033 0.085
C 1.480464 5.231988 0.215047 -0.140 -0.700 0.239
C -1.273066 3.995360 2.123911 -0.702 -0.778 1.216
C -1.635870 2.463566 1.931352 0.029 0.346 -0.998
C -5.646145 5.749545 2.343131 -0.017 0.346 0.467
C 1.181392 3.866091 -0.550732 1.314 0.200 0.724
C -2.610334 -3.308276 -0.289952 -0.226 -0.555 -0.217
C 3.730030 1.500470 1.520376 -1.318 0.728 -0.606
C -2.715852 -0.813710 -5.837669 0.515 0.345 -0.050
C 1.973000 0.821784 -8.565701 0.370 -0.389 -0.437
C -4.959543 -7.902475 -2.991455 -0.309 -0.034 -0.682
C 6.601478 6.737345 6.345005 0.119 0.403 0.184
C -0.795221 1.787413 0.741663 -0.973 0.032 0.454
C 0.178359 -5.314138 -2.184629 0.306 -0.457 0.145
C 0.864293 -6.479980 -1.578387 -0.189 0.307 -0.147
C 1.351343 6.358405 3.607270 -0.165 0.243 -0.026
C 1.289114 0.639030 1.949335 2.773 2.388 -0.694
C 6.395470 5.293088 6.063720 0.048 0.638 0.107
C 4.235444 -9.614267 -2.628132 -0.194 -0.174 0.049
H -1.046743 2.416768 -0.166684 0.630 -0.780 0.964
H 1.296106 -4.547521 2.760657 -0.012 0.061 -0.087
H 5.340709 5.040753 6.175505 0.054 0.045 -0.007
H -9.187534 -10.205940 -3.314934 0.065 0.004 0.054
H 4.235066 -5.672714 -2.585623 -0.008 0.029 -0.064
H -3.949157 6.883420 6.349357 -0.024 -0.122 -0.010
H -0.451618 -5.640807 -3.012113 0.015 -0.068 0.094
H 1.721494 8.146365 2.544729 -0.211 -0.146 0.000
H -1.771233 -0.139848 3.240966 -0.108 -0.214 -0.664
H -2.800693 -3.343792 0.782904 0.008 -0.028 -0.063
H -4.387665 -6.982397 -2.886175 -0.048 -0.094 0.021
H 0.404918 -5.536856 1.584578 0.067 0.024 -0.043
H -3.188743 6.383118 7.874445 0.061 -0.103 -0.065
H 1.399683 0.142050 -7.936407 0.039 0.067 -0.030
H 2.318002 5.103196 0.963942 -0.870 0.091 -1.026
H 6.981221 4.693501 6.760038 -0.020 0.079 -0.028
H 5.518717 8.091383 2.595312 -0.079 0.038 0.020
H 2.623869 1.426541 -7.934722 -0.026 -0.059 -0.045
H -2.708713 -1.612653 -6.578820 0.046 0.066 0.031
H -1.565493 1.876446 2.891717 0.227 0.891 -0.829
H -2.734083 2.450818 1.643290 1.245 -0.098 0.205
H -7.474327 -10.670630 -3.319851 -0.054 0.040 0.040
H 2.946268 -11.084486 -3.443103 0.050 0.050 0.042
H 0.119180 3.818209 -0.896245 1.028 -0.060 0.335
H 4.990914 -4.983794 -4.037262 -0.077 0.011 0.041
H 0.919935 -4.605432 -2.558659 -0.205 -0.159 0.149
H 1.285361 1.477621 -9.099046 0.047 -0.059 0.015
H -5.757161 -7.912200 -2.247735 0.028 0.007 -0.051
H -2.736359 -1.252612 -4.839833 0.039 0.056 -0.042
H 2.530584 -10.557681 -1.798857 0.072 0.076 -0.042
H -0.442235 -4.820236 -1.439941 0.089 -0.117 -0.025
H 3.161669 -0.229365 2.835955 -0.556 0.920 -0.794
H 0.013838 7.688639 2.637759 0.003 -0.130 0.099
H -6.423209 6.147928 1.690592 0.009 0.013 0.103
H -0.332560 4.107347 2.730077 -0.545 -0.070 -0.970
H -1.550693 -3.110019 -0.457148 -0.060 0.049 -0.006
H 2.177650 -5.609865 1.642387 -0.070 0.037 -0.074
H 0.835649 8.362417 4.060220 0.071 -0.034 -0.075
H 0.488188 -0.726885 -3.577239 -0.010 0.020 0.074
H 1.745212 6.070522 -0.481160 -0.511 -0.826 0.542
H 5.730528 8.896911 4.163581 -0.101 -0.023 0.008
H 3.920445 -11.631638 -2.063091 0.003 0.077 -0.035
H -1.232285 4.556863 1.147118 -0.013 -0.772 0.969
H -4.675134 5.881152 1.865977 0.000 -0.052 0.147
H 0.074118 0.996518 -3.674247 -0.016 -0.066 0.059
H 4.750483 7.421503 4.049881 -0.041 0.074 -0.020
H -4.299950 -8.752491 -2.816728 -0.037 0.044 -0.045
H 5.150965 -4.154396 -2.475272 -0.089 0.011 -0.038
H -1.261565 0.769016 0.517350 1.024 1.414 0.497
H 6.710211 5.065458 5.045240 -0.009 0.036 0.060
H -4.537264 5.443792 7.202993 0.054 0.025 -0.083
H -8.675809 -11.716984 -2.535536 0.020 0.074 0.033
H -3.195377 -2.500614 -0.728506 0.098 -0.029 0.007
H 0.556434 5.432935 0.827925 1.015 0.181 -0.764
H -2.259269 4.290571 3.827484 0.143 0.391 -0.845
H -3.608876 -0.205078 -5.977762 0.086 -0.001 0.008
H 1.150186 0.413569 -2.387463 -0.092 -0.054 0.053
H -5.823378 4.686173 2.501463 0.054 0.075 0.037
```
Positions in Å, forces in eV/Å.

Results
* gap between HOMO and LUMO: 7.217 eV
* 2S+1: 1
* energy: -3815.34193 hartree
* HOMO level: -8.56 eV
* lowest unoccupied orbital energy: -1.34 eV

Löwdin population analysis, charges in e, atoms 1 to 5: 0.36 0.95 0.52 -0.07 -0.15

***

Question: Which value of energy does entry 1 give?
Answer: -10896.28475 hartree